Below is a cluster of 8 separate species, C32H69F4N10O15P3 in total at a distorted geometry, with properties calculated with ωB97M-V/def2-TZVPD.

The geometry in XYZ format:
```
133
Properties=species:S:1:pos:R:3
C -23.277 1.481 8.728
N -24.749 1.418 8.834
C -25.274 0.926 10.111
P -25.506 1.451 7.405
O -24.867 2.428 6.466
N -25.623 -0.064 6.707
C -25.845 -1.276 7.535
C -24.956 -0.241 5.398
N -27.041 1.907 7.974
C -27.190 3.303 8.432
C -28.061 1.543 6.992
H -22.940 2.187 9.511
H -23.059 1.814 7.715
H -22.802 0.487 9.002
H -24.839 1.444 10.974
H -25.130 -0.152 10.226
H -26.309 1.107 10.283
H -26.325 -2.043 6.950
H -24.906 -1.557 8.049
H -26.589 -1.045 8.286
H -24.873 0.758 4.985
H -23.903 -0.643 5.470
H -25.594 -0.933 4.851
H -26.446 3.411 9.217
H -27.068 3.977 7.569
H -28.166 3.411 8.923
H -29.002 1.914 7.393
H -28.080 0.482 6.814
H -27.895 1.966 5.979
C -25.068 10.216 8.879
N -24.836 8.779 8.692
C -25.064 8.254 7.336
P -24.330 7.950 9.994
O -23.508 8.773 10.889
N -25.680 7.354 10.838
C -25.842 7.728 12.206
C -26.923 6.844 10.244
N -23.619 6.547 9.323
C -23.596 5.277 10.041
C -22.453 6.792 8.517
H -24.584 10.644 9.805
H -26.149 10.434 8.745
H -24.501 10.730 8.093
H -24.406 8.681 6.575
H -26.102 8.403 7.048
H -24.914 7.131 7.374
H -24.918 8.083 12.672
H -26.644 8.545 12.265
H -26.279 6.930 12.852
H -27.145 5.832 10.577
H -27.880 7.444 10.488
H -26.801 6.713 9.208
H -22.634 5.100 10.516
H -24.318 5.159 10.786
H -23.799 4.371 9.333
H -22.352 6.047 7.746
H -21.537 6.878 9.142
H -22.564 7.757 7.954
C -21.336 9.049 13.529
N -21.094 7.630 13.723
C -22.294 6.813 13.531
P -19.671 6.804 13.916
O -19.992 5.479 14.574
N -18.945 6.894 12.476
C -19.760 6.898 11.337
C -17.512 6.686 12.148
N -18.544 7.622 14.929
C -17.953 8.930 14.575
C -18.580 7.359 16.375
H -21.861 9.259 12.648
H -20.406 9.611 13.403
H -21.889 9.467 14.451
H -23.080 7.026 14.303
H -22.024 5.788 13.669
H -22.640 6.983 12.478
H -19.108 6.631 10.508
H -20.535 6.162 11.305
H -20.296 7.878 11.117
H -16.895 7.120 12.890
H -17.285 5.630 12.024
H -17.393 7.220 11.222
H -18.341 9.652 15.306
H -16.865 8.980 14.702
H -18.199 9.218 13.600
H -18.655 6.343 16.604
H -19.384 7.896 16.845
H -17.627 7.711 16.796
O -23.896 3.193 13.029
C -23.156 3.341 13.918
O -23.420 3.935 15.069
C -22.194 4.071 15.843
C -21.267 3.162 15.199
F -21.323 1.917 15.871
O -21.822 3.001 13.921
H -21.804 5.096 15.749
H -22.500 3.955 16.898
H -20.299 3.564 15.108
O -14.465 7.712 5.650
C -15.016 7.039 6.456
O -14.535 6.797 7.686
C -15.576 6.000 8.347
C -16.784 6.162 7.462
F -17.588 7.289 7.775
O -16.193 6.390 6.261
H -15.259 4.907 8.471
H -15.707 6.488 9.328
H -17.426 5.291 7.524
O -19.154 1.060 13.984
C -19.142 0.543 15.039
O -18.742 1.111 16.206
C -18.859 0.182 17.288
C -19.260 -1.187 16.616
F -20.528 -1.582 17.048
O -19.391 -0.764 15.236
H -17.953 0.175 17.865
H -19.647 0.556 17.925
H -18.506 -2.061 16.621
O -18.318 4.086 9.082
C -18.795 3.321 9.820
O -19.841 3.582 10.628
C -19.957 2.491 11.553
C -19.154 1.360 10.921
F -19.959 0.547 10.123
O -18.276 2.085 10.053
H -19.545 2.687 12.549
H -20.988 2.199 11.677
H -18.630 0.707 11.630
C -20.531 -2.241 7.826
C -21.809 -2.372 7.086
N -22.865 -2.451 6.638
H -20.470 -2.988 8.543
H -20.548 -1.298 8.414
H -19.691 -2.293 7.163
```

Results
SMILES: CN(C)P(=O)(N(C)C)N(C)C.CN(C)P(=O)(N(C)C)N(C)C.CN(C)P(=O)(N(C)C)N(C)C.O=C1OC[C@@H](F)O1.O=C1OC[C@@H](F)O1.O=C1OC[C@@H](F)O1.O=C1OC[C@@H](F)O1.CC#N
Lowest unoccupied orbital energy: 0.2 eV
Calculated total energy: -4360.5650 a.u.

Here are the Mulliken charges for atoms 1 to 4, given in e: -0.805 0.764 -0.958 0.404

Below is a structure of composition C22H26BF4N4Pd at a distorted geometry, with properties calculated with ωB97M-V/def2-TZVPD.

The geometry in XYZ format:
```
58
Properties=species:S:1:pos:R:3
Pd -0.154 -0.209 -0.005
C -1.144 -3.969 -0.720
C -1.130 -2.830 -1.753
C -2.272 -1.817 -1.653
N -1.996 -0.714 -0.739
C -2.794 -0.401 0.271
C -3.775 -1.281 0.797
C -4.889 -1.054 1.578
C -5.441 0.152 1.999
C -4.880 1.406 1.820
C -3.628 1.753 1.346
C -2.562 0.955 0.854
N -1.330 1.384 0.741
C -0.888 2.643 1.286
C 0.516 2.560 1.895
C 1.596 2.071 0.918
N 1.561 0.636 0.796
C 2.299 -0.160 1.516
C 3.214 0.281 2.512
C 4.308 -0.362 3.054
C 4.840 -1.609 2.749
C 4.239 -2.583 1.958
C 2.967 -2.615 1.427
C 1.973 -1.603 1.372
N 0.696 -1.828 1.171
C 0.191 -3.180 1.323
C 0.166 -4.075 0.070
H -1.326 -4.917 -1.232
H -1.968 -3.838 -0.010
H -1.120 -3.247 -2.761
H -0.203 -2.273 -1.655
H -3.220 -2.312 -1.427
H -2.382 -1.363 -2.643
H -3.616 -2.320 0.536
H -5.448 -1.943 1.854
H -6.400 0.100 2.502
H -5.488 2.245 2.145
H -3.429 2.816 1.365
H -1.553 2.995 2.079
H -0.880 3.395 0.486
H 0.487 1.874 2.746
H 0.778 3.556 2.264
H 2.580 2.416 1.243
H 1.406 2.490 -0.074
H 3.025 1.280 2.887
H 4.862 0.212 3.791
H 5.801 -1.856 3.186
H 4.829 -3.478 1.788
H 2.690 -3.536 0.931
H -0.831 -3.091 1.707
H 0.780 -3.681 2.103
H 0.316 -5.109 0.400
H 0.997 -3.815 -0.588
F 2.271 -2.577 -2.301
B 1.986 -1.323 -2.867
F 1.297 -0.539 -1.850
F 1.120 -1.460 -3.958
F 3.151 -0.654 -3.224
```

Results
Energy relative to the best compared isomer or geometry (same formula, charge and spin): 17.9 kcal per mole
Lowest unoccupied orbital energy: 2.4 eV
Calculated total energy: -1625.3708 a.u.
Total charge: -1

Here are the Mulliken charges for atoms 1 to 4, given in e: -0.014 -0.881 0.367 -1.273

Below is a cluster of 2 separate species, C3H2F2I2 in total at a distorted geometry, with properties calculated with ωB97M-V/def2-TZVPD.

The geometry in XYZ format:
```
9
Properties=species:S:1:pos:R:3
C -2.318 1.097 -0.287
C -2.006 -0.062 -0.532
C 1.594 -1.027 0.528
F 2.787 -1.371 0.276
F 1.594 -1.182 1.836
I -2.085 -2.100 -1.075
I 1.578 1.556 0.237
H -2.204 1.958 0.238
H 1.060 1.131 -1.220
```

Results
Energy relative to the best compared isomer or geometry (same formula, charge and spin): 100.9 kcal per mole
Lowest unoccupied orbital energy: -0.1 eV
Calculated total energy: -910.4215 a.u.

Here are the Mulliken charges for atoms 1 to 4, given in e: 0.181 -0.758 0.115 -0.108

Below is a structure of composition C4H13F2N2O4PS2 at a distorted geometry, with properties calculated with ωB97M-V/def2-TZVPD.

The geometry in XYZ format:
```
28
Properties=species:S:1:pos:R:3
C 4.274 -1.881 0.001
C 3.418 -0.750 0.609
P 2.117 -0.219 -0.565
N 2.404 1.638 -0.773
C 0.508 -0.278 0.261
C -0.255 -1.469 -0.331
H 3.884 -2.180 -0.970
H 5.296 -1.556 -0.163
H 4.249 -2.761 0.634
H 4.055 0.084 0.906
H 2.945 -1.093 1.529
H 1.584 2.199 -0.538
H 2.596 1.783 -1.759
H 3.205 1.984 -0.249
H 0.641 -0.405 1.335
H -0.054 0.636 0.060
H -0.352 -1.298 -1.399
H 0.300 -2.399 -0.208
H -1.223 -1.508 0.150
N -4.560 0.228 -0.075
S -5.500 1.115 0.870
O -6.044 2.259 0.227
O -5.032 1.235 2.208
F -6.690 0.083 0.945
S -3.208 0.870 -0.498
O -2.574 0.150 -1.557
O -2.347 1.312 0.563
F -3.638 2.222 -1.215
```

Results
Energy relative to the best compared isomer or geometry (same formula, charge and spin): 11.9 kcal per mole
Lowest unoccupied orbital energy: -1.4 eV
Calculated total energy: -1908.0732 a.u.

Here are the Mulliken charges for atoms 1 to 4, given in e: -1.129 -0.465 0.003 -0.539

Below is a structure of composition C11H8N2OS4Sr, with properties calculated with ωB97M-V/def2-TZVPD.

The geometry in XYZ format:
```
27
Properties=species:S:1:pos:R:3
Sr 2.023 0.714 -0.156
C -0.559 -3.298 0.107
C -1.863 -2.876 -0.120
C -2.137 -1.526 -0.182
C -1.113 -0.588 -0.004
N 0.153 -1.015 0.178
C 0.410 -2.327 0.235
C -1.369 0.880 -0.028
C -2.668 1.324 0.245
C -2.968 2.675 0.213
C -1.965 3.584 -0.093
C -0.678 3.125 -0.343
C -0.315 1.771 -0.317
H -0.298 -4.344 0.167
H -2.658 -3.597 -0.257
H -3.141 -1.188 -0.388
H 1.448 -2.604 0.388
H -3.452 0.627 0.515
H -3.972 3.015 0.434
H -2.187 4.644 -0.126
H 0.079 3.875 -0.563
S 4.153 -0.652 1.894
S 4.346 1.367 1.627
S 5.213 -0.421 -0.803
S 4.321 0.009 -2.448
O 5.152 -2.008 -0.377
N 4.046 -1.165 0.202
```

Results
Energy relative to the best compared isomer or geometry (same formula, charge and spin): 13.8 kcal per mole
Lowest unoccupied orbital energy: -0.9 eV
Calculated total energy: -2232.1098 a.u.

Here are the Mulliken charges for atoms 1 to 4, given in e: 1.500 -0.771 -0.324 -0.657

Below is the molecule C4H6N2O, with properties calculated with ωB97M-V/def2-TZVPD.

The geometry in XYZ format:
```
13
Properties=species:S:1:pos:R:3
H 2.070 1.317 1.668
N 1.599 0.804 0.922
C 0.342 0.895 1.062
C -0.629 0.239 0.151
C -1.912 0.246 0.524
N -0.249 -0.357 -1.064
C 0.801 -1.065 -1.116
O 1.179 -1.675 -2.245
H -0.132 1.458 1.881
H -2.675 -0.208 -0.098
H -2.204 0.691 1.471
H 1.497 -1.259 -0.305
H 0.557 -1.398 -2.937
```

Results
SMILES: [H]/N=C/C(=C)/N=C/O
Energy relative to the best compared isomer or geometry (same formula, charge and spin): 41.0 kcal per mole
Lowest unoccupied orbital energy: 0.7 eV
Calculated total energy: -340.7296 a.u.

Here are the Mulliken charges for atoms 1 to 4, given in e: 0.245 -0.604 0.034 0.530

Let's list Kohn-Sham gap in order: 8.5 6.7 8.9 7.4 7.1 9.7 eV.